99
Properties=species:S:1:pos:R:3:forces:R:3 method="wB97M-V/def2-TZVPD" charge=+1 homo_energy_ha=-0.4017 max_force_ha_per_bohr=0.20561 de_lowest_kcal_mol=72.11 lumo_energy_ev=-4.873 orbital_gap_ha=0.22258
H -1.7432 -6.0263 6.3867 -1.0 0.4 -0.4
H 5.8452 -0.3873 3.3010 -0.3 0.4 -1.2
H -0.5178 -2.5795 1.3995 -0.6 0.0 -0.3
O -1.1677 3.1757 1.0513 0.7 1.4 -1.1
O 3.2840 -1.7032 3.3027 -1.2 -1.7 -0.9
H 0.0174 5.3641 1.7655 0.0 -0.1 -2.1
C 3.8064 4.0316 0.6769 -6.7 -1.4 -4.9
C -1.1898 -4.1017 -1.6251 -2.7 -0.7 -0.7
C 0.9766 0.4430 1.3827 2.9 0.6 5.8
H -0.8686 -0.2724 3.1711 1.8 -0.2 2.4
H -2.5497 -4.5226 6.9890 0.2 -0.3 -0.7
C 1.4183 -2.4692 0.5246 -6.0 -4.0 -1.0
C 1.5793 0.1971 -3.6901 0.0 0.2 2.6
C -1.9150 -4.4333 4.8202 1.1 1.6 3.1
H 1.7929 7.2070 -1.0170 1.1 1.1 -1.4
O 1.2093 6.1982 -2.6832 2.0 1.9 -1.1
H 2.6956 -0.1455 5.6430 0.6 0.5 -2.1
H 1.8812 0.2461 2.2483 -3.3 -0.4 -1.4
C 0.3542 -1.9494 1.4607 -0.8 -1.2 0.9
C -0.3248 4.5854 -2.2408 -4.8 -4.5 3.7
C 3.6886 -0.3120 5.0949 -0.3 1.1 4.0
H -1.9146 -0.7569 2.2392 -5.5 -6.1 -1.1
H -0.3222 0.8664 -4.8291 0.5 0.0 -0.3
H -0.1179 -4.3035 -1.3932 -1.2 -0.1 0.3
C -4.3962 -1.1140 -0.5467 2.0 -3.4 4.0
O -6.4507 -2.0235 -3.4666 -0.6 -3.0 0.9
C 3.8861 -0.7702 3.7280 0.3 1.9 -1.3
H 1.2427 -2.3599 -0.4651 -0.4 1.8 -3.1
O 1.8058 -0.7694 -2.9347 -0.3 2.1 -2.1
C -4.8136 0.9456 -2.0971 3.0 -2.2 5.4
O -2.0204 2.7904 -1.5243 1.3 0.1 3.2
C -1.9638 -5.0676 3.4577 -5.9 3.7 3.6
H -0.5801 4.4069 -3.3119 0.5 0.2 1.1
H 2.3921 1.1434 -5.2934 -0.3 1.5 -1.3
H 2.9646 3.4834 1.1470 0.6 -0.1 -0.1
C -0.2445 -3.0596 -3.8334 2.0 6.2 5.4
H 4.8723 1.1760 2.9353 0.0 -3.0 0.2
C -0.0781 5.2017 0.6322 3.4 3.6 -2.4
H -0.1455 1.6065 -3.2201 0.6 -1.6 -0.6
C -0.7122 -0.2324 -0.1174 1.4 -2.5 -0.9
H 1.7187 0.6364 0.7177 1.0 -0.2 -3.7
H -1.1211 0.6972 -0.2396 -0.9 2.5 0.6
C -5.7631 -1.3374 -2.6641 2.9 -2.9 8.5
H -5.4500 -2.9500 -1.2121 -0.1 -1.9 0.7
C 0.5736 5.6395 -1.8509 -2.2 -2.1 0.3
H 4.7536 -0.1679 1.8381 -0.3 -1.4 -4.0
H -1.4119 -0.9486 -0.4536 -1.3 -1.1 0.8
O -3.7489 -1.6557 0.4422 -1.9 1.9 -3.1
C 2.6837 1.1196 -4.2801 1.2 -3.5 0.8
C 0.0881 0.6620 -3.8410 -1.1 -2.1 1.8
H 0.0798 -2.3235 -4.5774 -1.5 1.3 0.6
H 5.5511 4.5488 -0.9999 -1.1 0.1 -2.4
H -2.6006 2.7484 -2.2802 0.5 1.0 -1.0
H 3.6304 0.4807 -4.3754 -1.1 0.8 0.6
C 4.8927 -0.0461 2.8132 0.7 3.6 6.0
H 2.2150 -2.1847 0.8942 8.2 3.7 2.6
C -5.2812 -1.9465 -1.3641 -0.5 6.0 -5.0
C -1.2818 -3.0087 -2.6802 -0.2 2.2 -0.9
O -3.8107 1.2076 0.2618 0.0 -1.7 -1.4
C -0.7729 4.0348 0.2130 -1.9 -2.9 3.5
H 4.4279 0.3458 5.5781 -0.3 0.7 -1.1
H -1.7687 -5.0574 -2.0593 1.7 1.8 0.8
H -3.7731 2.1538 -0.0299 0.0 -1.2 -0.1
H 2.9385 2.0023 -3.6767 -0.6 -0.1 -0.5
H 4.0980 4.5130 -2.3558 1.0 0.6 -0.1
C -1.1546 -0.2025 2.1889 1.5 4.9 1.9
H 3.8564 -1.0814 5.8035 0.7 -2.1 0.1
O 1.5290 -3.8971 0.6127 -5.2 3.2 8.6
H -2.3830 -4.3242 2.8351 -0.4 0.9 -1.0
C 4.8278 3.9734 -1.7331 2.1 1.8 1.9
H 0.7329 -2.1707 2.4960 -0.4 1.2 -0.7
H -2.5980 -5.8623 3.4344 -1.9 -2.4 0.1
O 3.3510 2.3228 -1.0132 1.1 2.9 1.1
H -1.9405 -3.7294 -0.8221 1.9 -0.7 -0.7
H 5.4549 3.2757 -2.2891 -0.6 -0.2 0.0
H -4.6550 2.0250 -2.2674 -0.5 -0.8 -0.1
H -1.1359 -5.3356 3.1233 7.7 -2.1 -2.7
H -0.0338 -0.3576 -0.9402 1.4 0.1 0.1
C -1.1302 3.7513 -1.1391 2.6 3.7 -9.4
C 3.9661 3.3946 -0.7244 -2.0 -5.3 0.8
C -5.5199 0.0528 -3.0152 1.5 1.8 0.4
H -3.5553 -5.5638 5.8576 2.2 0.1 0.6
O -5.9321 0.3830 -4.1076 -0.4 0.4 -0.7
O -1.4118 -3.3099 5.0094 -1.1 -2.3 -0.9
N -0.1196 -0.4954 1.2601 0.7 -0.8 -2.6
O 1.5192 7.0249 -0.1289 -2.6 -2.7 0.3
H -6.5078 -1.4507 -4.1736 -1.1 2.1 -3.9
H 0.7266 -3.0860 -3.3298 0.0 -0.8 0.2
C 0.6346 5.9914 -0.4218 -0.7 -0.9 6.1
H 4.5551 4.0547 1.2834 4.9 0.7 3.3
C -2.4686 -5.2143 6.1255 -1.0 0.5 -1.8
H 0.5845 1.3717 1.7041 -0.6 1.0 0.1
H -1.8315 0.6871 2.2570 1.8 0.7 -1.5
H -0.3422 -3.7666 -4.4231 -1.1 -7.8 -4.8
H -0.5140 -0.3183 -3.4311 1.1 2.8 -0.8
H 3.2882 4.9482 0.4175 0.6 1.0 0.5
O -2.0627 -2.0612 -2.5408 1.0 -1.4 -0.2
H 1.9047 -4.2511 -0.0536 4.2 -3.4 -7.4
C -4.1779 0.3485 -0.7406 -4.1 4.8 -5.3